[1]
An isolated molecule of C5H7NO. Source: the OMol25 dataset; level of theory: wB97M-V/def2-TZVPD.

Atoms and positions in Å:
H: -0.081 1.405 1.523
N: -0.951 1.936 1.442
C: -1.348 1.999 0.249
O: -0.794 1.483 -0.886
C: 0.413 0.804 -0.772
C: 0.477 -0.457 -0.402
C: -0.220 -1.669 0.032
C: 1.293 -1.652 -0.167
H: -2.264 2.530 -0.010
H: 1.282 1.394 -1.053
H: -0.829 -2.200 -0.696
H: -0.601 -1.709 1.051
H: 1.925 -1.688 0.718
H: 1.698 -2.175 -1.030

Results
- SMILES string: [H]/N=C\OC=C1CC1
- E_HOMO: -9.87 eV
- Gap between HOMO and LUMO: 10.8 eV
- LUMO level: 0.0361 hartree

[2]
An isolated molecule of C5H7NO. Source: the OMol25 dataset; level of theory: wB97M-V/def2-TZVPD.

Atoms and positions in Å:
C: -1.843 0.257 -0.061
C: -0.623 -0.660 0.247
C: 0.852 -0.158 -0.131
C: 0.609 0.728 -1.263
N: 0.055 1.378 -2.038
C: 2.115 0.038 0.660
O: 1.982 -1.018 -0.270
H: -1.811 1.248 0.406
H: -2.675 -0.299 0.383
H: -2.090 0.402 -1.122
H: -0.698 -0.891 1.313
H: -0.850 -1.586 -0.305
H: 2.840 0.823 0.398
H: 2.191 -0.273 1.703

Results
- SMILES string: CC[C@@]1(C#N)CO1
- E_HOMO: -11.10 eV
- Gap between HOMO and LUMO: 11.9 eV
- LUMO level: 0.0308 hartree

[3]
A structure of composition C5H7NO. Source: the OMol25 dataset; level of theory: wB97M-V/def2-TZVPD.

Atoms and positions in Å:
O: 1.467 -1.767 1.298
C: 0.614 -2.199 0.676
C: -1.651 -0.478 0.747
N: -0.693 0.025 -0.006
C: 0.222 1.149 0.287
C: 1.000 0.787 -1.005
C: -0.046 -0.279 -1.139
H: -2.204 -1.334 0.381
H: -1.910 0.034 1.663
H: 0.749 0.991 1.232
H: -0.295 2.112 0.286
H: 2.026 0.446 -0.805
H: 1.023 1.571 -1.772
H: -0.303 -1.057 -1.844

Results
- E_HOMO: -6.84 eV
- Gap between HOMO and LUMO: 7.9 eV
- LUMO level: 0.0395 hartree

[4]
An isolated molecule of C5H7NO. Source: the OMol25 dataset; level of theory: wB97M-V/def2-TZVPD.

Atoms and positions in Å:
O: 2.034 0.150 -1.937
C: 1.023 0.345 -1.287
C: -0.353 0.490 -1.491
N: -0.656 0.727 -0.032
C: -1.027 -0.503 0.796
C: 0.477 -0.795 0.993
C: 0.817 0.521 0.247
H: -1.148 0.167 -2.146
H: -1.016 1.618 -0.402
H: -1.590 -1.211 0.185
H: -1.565 -0.285 1.721
H: 0.862 -1.690 0.495
H: 0.790 -0.814 2.039
H: 1.353 1.281 0.819

Results
- SMILES string: [O-]C1=C[N@H+]2CC[C@@H]12
- E_HOMO: -7.66 eV
- Gap between HOMO and LUMO: 8.3 eV
- LUMO level: 0.0226 hartree

[5]
A structure of composition C5H7NO. Source: the OMol25 dataset; level of theory: wB97M-V/def2-TZVPD.

Atoms and positions in Å:
C: -1.720 0.304 0.274
C: -0.579 -0.710 0.207
C: 0.721 -0.021 -0.167
C: 1.504 0.687 0.881
O: 1.933 -0.821 0.027
C: 0.728 0.466 -1.554
N: 0.684 0.913 -2.617
H: -1.489 1.091 0.998
H: -2.649 -0.183 0.586
H: -1.895 0.771 -0.701
H: -0.431 -1.160 1.196
H: -0.805 -1.509 -0.508
H: 2.194 1.372 0.366
H: 1.826 -1.293 0.865

Results
- E_HOMO: -9.30 eV
- Gap between HOMO and LUMO: 9.7 eV
- LUMO level: 0.0138 hartree

[6]
A structure of composition C5H7NO. Source: the OMol25 dataset; level of theory: wB97M-V/def2-TZVPD.

Atoms and positions in Å:
N: 1.926 -1.688 0.621
C: 1.076 -0.780 0.340
O: 1.264 0.209 -0.583
C: 0.380 1.297 -0.352
C: -0.998 0.789 -0.008
C: -1.620 -0.228 -0.689
C: -0.116 -0.625 1.145
H: 2.857 -1.455 0.273
H: 0.424 1.920 -1.251
H: 0.727 1.878 0.507
H: -1.625 1.493 0.541
H: -1.121 -0.800 -1.459
H: -2.689 -0.396 -0.552
H: -0.487 -1.614 1.466

Results
- E_HOMO: -8.39 eV
- Gap between HOMO and LUMO: 8.1 eV
- LUMO level: -0.0094 hartree

[7]
An isolated molecule of C5H7NO. Source: the OMol25 dataset; level of theory: wB97M-V/def2-TZVPD.

Atoms and positions in Å:
C: -1.812 0.446 -0.483
C: -0.593 -0.314 -0.939
O: -0.320 -0.630 -2.079
C: 0.329 -0.563 0.129
C: 1.415 0.499 -0.012
C: 0.909 -0.019 1.299
N: 0.813 -1.491 1.092
H: -1.942 1.290 -1.150
H: -1.806 0.782 0.566
H: -2.616 -0.283 -0.596
H: 2.327 0.226 -0.528
H: 1.087 1.529 -0.249
H: 0.557 0.502 2.171
H: 1.653 -1.972 0.777

Results
- SMILES string: CC(=O)[C@@]12C[C@@H]1N2
- E_HOMO: -9.32 eV
- Gap between HOMO and LUMO: 10.3 eV
- LUMO level: 0.0347 hartree

[8]
An isolated molecule of C5H7NO. Source: the OMol25 dataset; level of theory: wB97M-V/def2-TZVPD.

Atoms and positions in Å:
C: 2.222 -0.518 -1.186
C: 1.308 -0.168 -0.322
C: 0.481 0.118 0.656
O: 0.923 -0.076 1.962
C: -0.942 0.556 0.537
C: -1.748 0.281 -0.671
N: -2.013 -0.446 0.567
H: 2.919 0.209 -1.599
H: 2.339 -1.555 -1.495
H: 1.088 0.786 2.363
H: -1.177 1.446 1.126
H: -1.269 -0.238 -1.498
H: -2.528 0.982 -0.960
H: -1.603 -1.376 0.520

Results
- SMILES string: C=C=C(O)[C@H]1CN1
- E_HOMO: -9.18 eV
- Gap between HOMO and LUMO: 10.0 eV
- LUMO level: 0.0305 hartree

Per-record ΔE to the lowest compared entry with this formula, charge and spin, eV: 2.673; 2.379; 3.455; 4.194; 4.605; 4.684; 4.108; 3.357
Per-record maximum force, eV/A: 0.37; 0.89; 1.21; 2.32; 0.72; 1.41; 1.51; 0.31